Entry 1:
ORCA calculation (the ωB97M-V functional and the def2-TZVPD basis) on a molecular structure, C32H47AsClF6MnN4O6S3.

ORCA input file:
```
! RIJCOSX wB97M-V def2-TZVPD def2/J DEFGRID3
* xyz 2 5
Mn -1.47346 -1.04916 0.31679
F -3.94019 3.20280 0.70706
C -4.58384 2.28638 0.00831
F -5.85527 2.26582 0.32787
F -4.42622 2.50212 -1.28668
S -3.83384 0.62206 0.35747
O -2.35024 0.84890 0.38171
O -4.24075 -0.30770 -0.64534
N -4.35766 0.31688 1.82261
S -3.70068 -0.93186 2.49769
O -2.92153 -1.72985 1.47766
O -4.51998 -1.67219 3.37552
C -2.30885 -0.29149 3.55780
F -1.95775 -1.23585 4.41005
F -1.22599 -0.02833 2.78110
F -2.64705 0.80397 4.19005
C -0.58266 -5.26852 -0.70732
C 0.44575 -4.22368 -0.27900
As -0.16152 -3.01605 1.12458
C 1.50414 -2.40864 1.94801
C 2.18982 -3.51328 2.74772
C -0.95526 -4.18690 2.47177
C -2.35750 -4.74144 2.24930
H -0.26235 -5.74143 -1.63538
H -1.57010 -4.83981 -0.87665
H -0.67924 -6.05318 0.04113
H 0.76029 -3.61069 -1.12209
H 1.33647 -4.69379 0.14238
H 1.28468 -1.53869 2.57000
H 2.13676 -2.06286 1.12983
H 1.62087 -3.79682 3.63021
H 3.15161 -3.13302 3.09067
H 2.37976 -4.40744 2.15300
H -0.89347 -3.63192 3.40965
H -0.21827 -4.99412 2.51169
H -3.11317 -3.96288 2.20878
H -2.60172 -5.39317 3.08818
H -2.42657 -5.33733 1.34177
C -7.25762 0.23563 -4.85014
C -6.04101 -0.45297 -4.30223
C -4.78452 0.15735 -4.35485
C -3.66179 -0.47542 -3.85867
C -3.79746 -1.74079 -3.29754
C -5.03696 -2.36228 -3.21352
C -6.14879 -1.71750 -3.72763
S -2.43420 -2.61083 -2.61385
C -1.31575 -2.65593 -4.00185
O -1.70846 -1.66703 -1.63252
H -7.00579 1.19007 -5.30691
H -7.98613 0.41488 -4.05848
H -7.74437 -0.38610 -5.60185
H -4.69035 1.14011 -4.79858
H -2.69925 0.01876 -3.89528
H -5.13042 -3.34190 -2.76207
H -7.11561 -2.20174 -3.67950
H -1.23887 -1.67144 -4.45452
H -1.71166 -3.37815 -4.71432
H -0.34790 -2.98751 -3.62980
C 5.42507 4.63435 -0.30063
C 4.29055 4.08978 -1.17682
C 4.93756 3.37611 -2.37990
C 3.49873 5.28084 -1.73283
C 3.37114 3.10824 -0.35809
O 4.06170 1.93581 0.03480
C 2.80089 3.72715 0.93490
C 3.66298 3.54955 2.19795
C 3.46116 2.27024 2.97361
C 4.48442 1.33684 3.10073
C 4.34910 0.21890 3.90973
C 3.17413 0.03995 4.61940
Cl 3.00487 -1.31999 5.69361
C 2.13940 0.95173 4.51313
C 2.28290 2.05262 3.67997
C 2.20413 2.70130 -1.29875
N 1.56794 1.42899 -0.94673
C 0.47350 1.17210 -0.25562
N 0.25908 -0.15220 -0.26007
C 1.30935 -0.64061 -0.98409
N 2.11222 0.28292 -1.41519
H 6.12371 5.19194 -0.92410
H 5.98210 3.83478 0.18782
H 5.05490 5.32182 0.45969
H 5.69725 4.03056 -2.80558
H 4.23148 3.16085 -3.18227
H 5.45334 2.44751 -2.12261
H 4.18672 5.94493 -2.25665
H 3.01894 5.87313 -0.95514
H 2.74049 4.97891 -2.45813
H 4.63892 1.64311 -0.67933
H 1.81300 3.30429 1.14901
H 2.63771 4.78797 0.75517
H 3.42559 4.37272 2.87676
H 4.71305 3.64823 1.94799
H 5.41227 1.49173 2.56500
H 5.15742 -0.49181 4.01536
H 1.25738 0.82716 5.12239
H 1.48815 2.79076 3.63903
H 2.58072 2.53432 -2.30278
H 1.43241 3.46786 -1.32944
H -0.15402 1.92155 0.19503
H 1.44956 -1.68103 -1.21009
*
```

Output
electronic energy: -7558.23793 Eh
Kohn-Sham gap (spin up / spin down): 4.438 / 6.759 eV
LUMO energy (spin up / spin down): -8.414 / -6.092 eV
energy above the lowest of the compared OMol25 structures with the same formula, charge and spin: 0.862 eV
HOMO (spin up / spin down): -12.851 / -12.851 eV

Entry 2:
ORCA calculation (the ωB97M-V functional and the def2-TZVPD basis) on a molecular structure, C32H47ClMoN4 in a non-equilibrium geometry.

ORCA input file:
```
! RIJCOSX wB97M-V def2-TZVPD def2/J DEFGRID3
* xyz -2 3
Mo 0.29153 0.58309 1.48595
Cl 1.70464 -0.65052 0.09396
C 0.86655 1.55113 5.61536
C 0.71385 1.34084 3.37412
N 1.32337 0.86451 4.52304
H -0.50964 3.26428 5.72800
N -0.01365 2.42417 3.81062
H 1.17291 1.34657 6.62782
C 2.25734 -0.27186 4.55427
C 2.89339 -0.36264 5.93276
C 1.51547 -1.56581 4.25397
H 2.15726 -0.59428 6.71265
H 3.62412 -1.18056 5.92136
H 3.43044 0.55696 6.19512
H 4.11968 -0.76444 3.63387
H 3.74777 0.98042 3.61932
H 1.10887 -1.58886 3.23127
C 3.32254 -0.02253 3.49876
H 0.69863 -1.72548 4.96765
H 2.22561 -2.39839 4.34778
H 2.93568 -0.12977 2.47564
C 0.02350 2.51437 5.17244
C -2.32822 2.71450 3.06942
H -2.68361 2.73091 4.10834
H -2.97616 3.35144 2.45250
C -0.89223 3.22259 2.95942
H -0.85703 3.81649 0.92935
C -0.84448 4.67043 3.44046
H 0.18511 5.04077 3.49910
H -2.42769 1.68201 2.70464
H -0.77007 2.06727 1.06676
H -1.32877 4.79201 4.41727
H -1.39026 5.29188 2.72070
C -0.38487 3.04411 1.54264
H 0.69620 3.20263 1.45374
C 1.00084 -2.23075 -6.80310
N 1.32508 -2.00531 -5.47676
H -0.07751 -0.90686 -8.19447
N 0.28396 -0.26549 -6.14646
H 1.25227 -3.12806 -7.33933
C 2.07881 -2.89041 -4.58622
C 2.42485 -4.17386 -5.30518
C 3.33578 -2.15561 -4.13953
H 3.06895 -3.98594 -6.17205
H 2.97633 -4.81705 -4.61113
H 1.52350 -4.71260 -5.61918
H 1.76230 -3.80480 -2.67437
H 0.28393 -3.65416 -3.65370
H 3.07972 -1.22248 -3.62441
C 1.21312 -3.15027 -3.36267
H 3.98222 -1.93778 -4.99798
H 3.89087 -2.80059 -3.44668
H 0.97870 -2.21259 -2.84599
C 0.33981 -1.12638 -7.22794
C 0.80120 2.06525 -5.75810
H 1.56819 2.08970 -6.54133
H 0.36143 3.06724 -5.67825
C -0.30117 1.07730 -6.11447
H -1.76629 2.09910 -4.93171
C -0.91671 1.41032 -7.45397
H -1.71896 0.70983 -7.71215
H 1.26405 1.80363 -4.79971
H -0.88162 0.82512 -4.04499
H -0.16258 1.42463 -8.24917
H -1.35408 2.41238 -7.38975
C -1.33998 1.09129 -5.00410
H -2.15026 0.38831 -5.22992
C 0.86618 -0.80938 -5.05804
C -3.84509 -1.37619 5.24550
C -2.52191 -0.92226 5.39783
C -1.75324 -0.62416 4.27756
C -2.24590 -0.78596 2.96737
C -1.48993 -0.44731 1.76704
C -2.05431 -0.70679 0.50017
C -3.39399 -1.13946 0.38759
C -4.14860 -1.39792 1.51832
C -3.60467 -1.25968 2.81640
C -4.37480 -1.53472 3.97397
H -4.44825 -1.60169 6.12221
H -2.09901 -0.80359 6.39442
H -0.74285 -0.24094 4.41279
H -1.45048 -0.55635 -0.39629
H -3.83874 -1.26581 -0.59937
H -5.18698 -1.72837 1.43239
H -5.40195 -1.88077 3.83481
*
```

Output
electronic energy: -1994.79070 Eh
Kohn-Sham gap (spin up / spin down): 1.299 / 4.127 eV
LUMO energy (spin up / spin down): 3.886 / 3.869 eV
HOMO (spin up / spin down): 2.588 / -0.258 eV

Entry 3:
ORCA calculation (the ωB97M-V functional and the def2-TZVPD basis) on a molecular structure, C32H47N7O3SSr.

ORCA input file:
```
! RIJCOSX wB97M-V def2-TZVPD def2/J DEFGRID3
* xyz 2 1
Sr -0.72423 0.03074 -0.70942
C -5.79367 3.10106 4.13308
C -4.57953 2.60453 3.40237
C -3.30714 2.99229 3.72468
C -2.17874 2.51823 3.01533
C -0.90567 2.89056 3.49323
N 0.23281 2.46771 3.02604
C 1.52907 2.82285 3.59883
C 2.58540 3.08325 2.52099
C 3.54996 1.92322 2.29403
N 2.86203 0.67225 2.00255
C 3.06070 -0.44686 2.64306
C 2.42074 -1.66634 2.35844
C 2.79306 -2.80224 3.11916
C 2.23194 -4.02957 2.90545
C 2.61687 -5.25337 3.68599
C 1.25487 -4.09744 1.89290
C 0.83088 -3.02748 1.13050
C -0.21094 -3.32097 0.14134
N -0.83840 -2.49174 -0.58686
C -1.86123 -3.03531 -1.47772
C -3.28563 -2.77638 -0.97887
C -3.82791 -1.35858 -1.13731
N -3.20637 -0.38601 -0.23709
C -3.98209 0.19951 0.58210
C -3.63857 1.19643 1.60167
C -4.69692 1.68429 2.34580
C -2.31065 1.64525 1.89522
O -1.27406 1.29590 1.22062
C 1.42302 -1.73637 1.33797
O 1.10974 -0.69112 0.66458
H -5.51284 3.65970 5.02399
H -6.43176 2.27335 4.44285
H -6.39207 3.75941 3.50208
H -3.14655 3.67045 4.55607
H -0.85222 3.56845 4.34155
H 0.14670 1.81738 2.23748
H 1.85073 2.02017 4.26841
H 1.37748 3.70998 4.21163
H 3.18712 3.94531 2.81003
H 2.09490 3.35797 1.58437
H 4.16709 1.76186 3.17908
H 4.21868 2.15972 1.46517
H 2.20724 0.58035 1.21588
H 3.78443 -0.41588 3.45420
H 3.55347 -2.68417 3.88410
H 3.37240 -5.01967 4.43367
H 3.02159 -6.02590 3.03117
H 1.75521 -5.67829 4.20186
H 0.79603 -5.06282 1.69923
H -0.45021 -4.38875 0.05930
H -1.72849 -4.11420 -1.60861
H -1.72587 -2.57733 -2.46264
H -3.37037 -3.09078 0.06444
H -3.94643 -3.42713 -1.55539
H -4.91255 -1.38225 -0.98713
H -3.65446 -1.02384 -2.16577
H -5.05038 -0.04939 0.56410
H -5.69102 1.32233 2.09967
C -3.28627 4.08856 -4.21133
N -2.86381 3.23431 -3.10937
C -3.58246 3.36740 -1.85415
C -1.88850 2.35236 -3.26429
O -1.48377 1.57810 -2.38746
H -4.31894 3.86996 -4.48343
H -2.64873 3.91805 -5.07491
H -3.21117 5.13515 -3.91759
H -4.61507 3.03715 -1.97930
H -3.58381 4.41322 -1.54721
H -3.09730 2.76243 -1.09319
H -1.43498 2.35263 -4.26211
C 3.56259 1.02420 -4.69620
N 3.82846 -0.28196 -4.11224
C 5.25046 -0.59878 -4.00523
C 2.88446 -0.94861 -3.42235
S 1.47700 -0.15938 -2.88751
N 3.10288 -2.25916 -3.16792
C 3.71457 -3.15101 -4.15264
C 2.32292 -2.94480 -2.15527
H 4.22178 1.15180 -5.55403
H 3.75677 1.82340 -3.97669
H 2.52943 1.08820 -5.02036
H 5.78125 0.31614 -3.73746
H 5.66160 -0.96827 -4.94535
H 5.41921 -1.33374 -3.22467
H 3.89479 -2.62326 -5.08352
H 3.01668 -3.96533 -4.35548
H 4.65071 -3.57988 -3.79270
H 2.15190 -2.28516 -1.30893
H 2.88603 -3.81917 -1.82808
H 1.35412 -3.26884 -2.54844
*
```

Output
electronic energy: -2285.20514 Eh
Kohn-Sham gap: 7.490 eV
LUMO energy: -5.092 eV
energy above the lowest of the compared OMol25 structures with the same formula, charge and spin: 0.000 eV
HOMO: -12.582 eV

Which value of electronic energy does entry 1 give?
-7558.23793 Eh

Which value of electronic energy does entry 2 give?
-1994.79070 Eh

Number 3 is which compound?
C32H47N7O3SSr